(1)
Density functional theory data (ωB97M-V/def2-TZVPD) for C20H18N6O4STl as an isolated structure.

LUMO level (spin up / spin down)	-6.73 / -5.83	eV
charge	+1
frontier orbital gap (spin up / spin down)	3.1 / 4.0	eV
energy relative to the best compared isomer or geometry (same formula, charge and spin)	0.5830	eV

Cartesian coordinates (Å):
Tl 0.17 1.94 -2.38
O 1.14 0.28 4.78
C 0.37 1.18 4.42
O -0.48 1.84 5.03
C 0.45 1.50 2.90
C 1.37 0.85 2.09
C 1.33 1.05 0.73
N 0.44 1.87 0.15
C -0.41 2.55 0.93
C -0.42 2.39 2.31
C -1.35 3.50 0.26
C -2.36 4.14 0.96
C -3.18 5.03 0.29
C -2.99 5.26 -1.06
C -1.97 4.56 -1.69
N -1.17 3.71 -1.05
C 2.25 0.30 -0.17
C 2.87 -0.88 0.24
C 3.73 -1.53 -0.63
C 3.94 -1.00 -1.89
C 3.26 0.16 -2.23
N 2.44 0.80 -1.40
H 2.06 0.18 2.59
H -1.09 2.92 2.97
H -2.51 3.96 2.01
H -3.97 5.55 0.83
H -3.60 5.95 -1.62
H -1.79 4.69 -2.75
H 2.69 -1.27 1.23
H 4.23 -2.43 -0.31
H 4.62 -1.46 -2.59
H 3.39 0.61 -3.21
O -2.96 -1.17 -0.96
N -3.35 -0.13 -1.43
O -2.78 0.85 -1.77
C -1.91 -3.61 0.71
N -0.75 -3.68 -0.16
C -0.20 -4.97 -0.61
C 1.07 -4.55 -1.39
N 0.87 -3.11 -1.52
C -0.13 -2.68 -0.76
S -0.48 -1.00 -0.53
H -1.81 -4.38 1.47
H -2.82 -3.77 0.14
H -1.94 -2.64 1.19
H -0.93 -5.49 -1.23
H 0.03 -5.59 0.25
H 1.12 -5.02 -2.37
H 1.98 -4.77 -0.84
H 1.52 -2.47 -1.96

---

(2)
Density functional theory data (ωB97M-V/def2-TZVPD) for C31H42BrN2O9P2Re as an isolated structure at a distorted geometry.

LUMO level (spin up / spin down)	-2.66 / -3.78	eV
multiplicity	4
charge	+1
frontier orbital gap (spin up / spin down)	7.9 / 6.8	eV
energy relative to the best compared isomer or geometry (same formula, charge and spin)	0.0000	eV
expectation value of S²	3.7730

Cartesian coordinates (Å):
Re -0.29 -0.48 0.45
C -2.19 -1.67 0.58
C -2.38 -0.50 1.41
C -2.34 0.64 0.51
C -2.09 0.12 -0.81
C -2.06 -1.31 -0.78
C -2.16 -2.21 -1.99
C -3.56 -1.95 -2.58
C -2.07 -3.68 -1.58
C -1.11 -1.89 -3.05
C -2.65 2.13 0.68
C -4.09 2.25 1.22
C -1.69 2.92 1.58
C -2.64 2.84 -0.68
C -2.75 -0.69 2.89
C -4.28 -0.85 2.96
C -2.28 0.43 3.81
C -2.14 -2.00 3.43
H -2.18 -2.68 0.95
H -1.98 0.71 -1.70
H -4.34 -2.12 -1.84
H -3.73 -2.62 -3.42
H -3.65 -0.92 -2.94
H -2.87 -3.95 -0.89
H -1.11 -3.91 -1.12
H -2.17 -4.31 -2.47
H -1.09 -0.82 -3.29
H -1.35 -2.43 -3.97
H -0.11 -2.18 -2.74
H -4.15 1.98 2.27
H -4.78 1.62 0.66
H -4.42 3.28 1.13
H -1.43 2.41 2.50
H -2.17 3.87 1.84
H -0.76 3.15 1.06
H -3.38 2.43 -1.37
H -1.65 2.79 -1.15
H -2.87 3.89 -0.53
H -4.81 0.04 2.63
H -4.57 -1.05 4.00
H -4.61 -1.69 2.36
H -2.77 1.37 3.61
H -1.20 0.57 3.74
H -2.51 0.16 4.84
H -2.56 -2.89 2.95
H -2.37 -2.08 4.49
H -1.06 -2.01 3.31
O 2.58 -1.96 3.53
P 2.24 -1.17 2.21
O 3.05 -1.56 1.08
O 0.69 -1.29 2.02
O 2.44 0.36 2.69
P 1.80 1.69 2.03
O 0.97 2.27 3.27
O 2.78 2.63 1.50
O 0.75 1.19 1.01
H 2.48 -1.47 4.35
H 1.38 3.07 3.62
C 1.25 -4.18 0.18
O 1.00 -3.00 -0.59
C 2.03 -2.56 -1.34
C 3.01 -3.36 -1.88
C 4.06 -2.77 -2.58
Br 5.39 -3.88 -3.34
C 4.17 -1.41 -2.70
C 3.18 -0.58 -2.14
C 2.08 -1.17 -1.52
O 1.08 -0.42 -1.05
C 3.39 0.86 -2.09
N 2.69 1.78 -1.43
C 3.28 3.03 -1.59
C 2.96 4.28 -1.07
C 3.77 5.33 -1.44
C 4.87 5.14 -2.30
C 5.19 3.90 -2.80
C 4.37 2.85 -2.42
N 4.40 1.49 -2.71
H 1.23 -5.07 -0.45
H 0.45 -4.24 0.92
H 2.21 -4.10 0.69
H 2.98 -4.43 -1.75
H 5.03 -1.01 -3.20
H 1.87 1.55 -0.92
H 2.13 4.40 -0.38
H 3.56 6.31 -1.06
H 5.48 6.00 -2.56
H 6.05 3.76 -3.45
H 5.09 1.02 -3.27

---

(3)
Density functional theory data (ωB97M-V/def2-TZVPD) for C20H43F3InNO2 as an isolated structure.

LUMO level	0.17	eV
frontier orbital gap	7.3	eV
energy relative to the best compared isomer or geometry (same formula, charge and spin)	0.0000	eV

Cartesian coordinates (Å):
C 1.79 -2.00 5.31
C 0.51 -1.38 4.72
In 0.73 -0.66 2.66
C 2.85 -0.03 2.23
C 2.79 1.24 1.45
O 4.04 1.83 0.99
C 5.16 1.02 0.89
C 5.11 0.01 -0.28
F 6.09 0.23 -1.17
F 5.25 -1.28 0.11
F 3.94 0.07 -0.94
C 0.17 -2.20 1.15
C 1.25 -3.12 0.57
C 2.28 -3.65 1.57
O 1.88 -2.36 -0.49
H 1.72 -3.09 5.37
H 1.99 -1.64 6.33
H 2.69 -1.76 4.73
H -0.30 -2.11 4.77
H 0.18 -0.54 5.35
H -0.30 0.78 2.32
H 3.30 -0.86 1.68
H 3.38 0.09 3.18
H 2.32 2.03 2.05
H 2.17 1.12 0.56
H 5.41 0.47 1.80
H 5.99 1.69 0.66
H -0.22 -1.67 0.29
H -0.65 -2.83 1.51
H 0.75 -3.99 0.11
H 2.48 -4.71 1.40
H 3.23 -3.12 1.48
H 1.92 -3.54 2.60
H 2.76 -2.71 -0.67
C -3.33 0.48 -4.69
C -3.99 1.07 -3.45
C -3.25 2.28 -2.88
C -1.81 2.12 -2.43
N -1.52 1.28 -1.22
C -1.47 -0.20 -1.54
C -0.14 -0.41 -2.26
C 0.78 0.71 -1.75
C -0.08 1.54 -0.81
C -2.41 1.60 -0.03
C -3.73 0.82 0.11
C -4.98 1.69 0.15
H -2.31 0.13 -4.48
H -3.89 -0.38 -5.06
H -3.28 1.21 -5.49
H -4.13 0.30 -2.69
H -5.00 1.40 -3.71
H -3.84 2.75 -2.09
H -3.20 3.04 -3.68
H -1.43 3.11 -2.18
H -1.18 1.73 -3.23
H -1.49 -0.70 -0.58
H -2.34 -0.50 -2.12
H -0.26 -0.35 -3.34
H 0.26 -1.40 -2.03
H 1.18 1.30 -2.58
H 1.63 0.32 -1.19
H 0.10 2.61 -0.83
H 0.02 1.18 0.21
H -2.58 2.68 -0.06
H -1.79 1.39 0.84
H -3.66 0.27 1.05
H -3.82 0.06 -0.66
H -4.83 2.58 0.76
H -5.81 1.13 0.59
H -5.31 2.00 -0.84

---

(4)
Density functional theory data (ωB97M-V/def2-TZVPD) for a 2-piece molecular cluster, C5H14NO overall at a distorted geometry.

LUMO level	-4.60	eV
charge	+1
frontier orbital gap	10.1	eV
energy relative to the best compared isomer or geometry (same formula, charge and spin)	1.6438	eV

Cartesian coordinates (Å):
C 1.67 -0.16 2.39
C 1.64 -2.06 0.86
N 1.15 -0.97 1.29
H 0.86 0.03 3.09
H 2.07 0.77 2.00
H 2.46 -0.74 2.87
H 2.68 -2.31 1.08
H 0.96 -2.69 0.29
H 0.28 -0.71 0.72
C -1.01 1.86 -0.40
C -0.73 0.54 -1.06
C -1.42 0.31 -2.38
O -1.00 -0.59 -0.16
H -0.62 1.86 0.62
H -2.10 1.95 -0.32
H -0.62 2.69 -0.98
H 0.36 0.52 -1.20
H -1.29 1.15 -3.06
H -2.50 0.17 -2.24
H -1.04 -0.59 -2.88
H -1.79 -1.03 -0.53

---

(5)
Density functional theory data (ωB97M-V/def2-TZVPD) for C19H12BrN4O5OsSe as an isolated structure at a distorted geometry.

LUMO level	1.64	eV
charge	-1
frontier orbital gap	4.1	eV
energy relative to the best compared isomer or geometry (same formula, charge and spin)	2.3878	eV

Cartesian coordinates (Å):
Os -0.62 -0.26 0.61
Se 2.24 2.26 -0.33
N 3.72 1.11 -0.20
C 3.30 -0.07 0.25
C 3.96 -1.28 0.51
C 3.20 -2.41 0.95
C 1.86 -2.39 1.16
N 1.19 -1.19 0.92
C 1.89 -0.16 0.49
N 1.12 0.87 0.23
H 5.03 -1.35 0.36
H 3.72 -3.34 1.16
H 1.29 -3.24 1.51
C -0.74 0.57 2.07
C -0.73 1.41 3.23
C -1.53 2.56 3.27
C -1.50 3.37 4.39
C -0.68 3.04 5.47
C 0.10 1.89 5.43
C 0.08 1.07 4.32
H -2.15 2.80 2.42
H -2.11 4.26 4.42
H -0.65 3.68 6.34
H 0.74 1.64 6.27
H 0.68 0.18 4.27
O -3.90 -2.33 0.82
N -2.96 -1.59 0.74
O -3.00 -0.44 0.25
O -1.79 -1.94 1.17
Br -1.05 -3.72 -6.10
C -0.93 -1.94 -5.44
C -0.84 -0.90 -6.34
C -0.75 0.40 -5.86
C -0.76 0.64 -4.49
C -0.84 -0.42 -3.60
C -0.92 -1.72 -4.07
C -0.84 -0.14 -2.13
O -1.13 0.98 -1.70
O -0.53 -1.13 -1.36
H -0.84 -1.10 -7.40
H -0.68 1.23 -6.55
H -0.71 1.65 -4.10
H -0.97 -2.54 -3.37

---

(6)
Density functional theory data (ωB97M-V/def2-TZVPD) for C41H37IrN7O3S as an isolated structure at a distorted geometry.

LUMO level (spin up / spin down)	-5.88 / -8.56	eV
multiplicity	2
charge	+2
frontier orbital gap (spin up / spin down)	5.9 / 3.3	eV
energy relative to the best compared isomer or geometry (same formula, charge and spin)	1.5158	eV
expectation value of S²	0.7911

Cartesian coordinates (Å):
Ir 0.06 0.28 -0.57
C 4.34 1.19 6.10
C 4.12 1.03 4.62
C 2.91 1.38 4.03
C 2.72 1.26 2.66
C 3.75 0.77 1.88
C 4.97 0.41 2.44
C 5.15 0.54 3.81
S 3.58 0.68 0.13
O 3.57 2.01 -0.40
O 4.56 -0.22 -0.38
N 2.06 0.00 -0.04
C 1.93 -1.30 0.43
C 2.84 -2.17 1.03
C 2.41 -3.43 1.35
C 1.09 -3.80 1.10
C 0.22 -2.86 0.59
N 0.63 -1.61 0.28
H 3.40 1.36 6.62
H 5.00 2.03 6.30
H 4.81 0.30 6.52
H 2.10 1.75 4.65
H 1.77 1.52 2.22
H 5.76 0.03 1.81
H 6.09 0.26 4.25
H 3.87 -1.89 1.19
H 3.10 -4.14 1.78
H 0.74 -4.79 1.32
H -0.80 -3.12 0.39
C -3.38 13.53 0.67
O -4.14 12.32 0.87
C -3.60 11.15 0.65
C -2.27 10.95 0.18
C -1.83 9.69 -0.02
C -2.66 8.56 0.25
C -3.99 8.78 0.72
C -4.45 10.04 0.92
C -2.24 7.24 0.05
N -3.02 6.16 0.26
C -2.26 5.10 -0.02
C -0.97 5.51 -0.44
N -0.98 6.85 -0.39
C 0.01 4.57 -0.89
C 1.22 4.88 -1.53
C 1.95 3.85 -2.07
C 1.50 2.53 -1.90
N 0.43 2.22 -1.18
C -0.36 3.23 -0.75
C -1.65 2.79 -0.30
N -1.84 1.44 -0.38
C -3.12 1.08 -0.34
C -4.19 1.94 -0.07
C -3.96 3.27 0.15
C -2.65 3.71 -0.02
H -4.05 14.33 0.97
H -3.12 13.64 -0.38
H -2.50 13.53 1.30
H -1.63 11.79 -0.04
H -0.82 9.56 -0.38
H -4.62 7.93 0.92
H -5.45 10.23 1.27
H -0.21 7.47 -0.60
H 1.55 5.90 -1.65
H 2.86 4.01 -2.63
H 2.03 1.72 -2.36
H -3.35 0.06 -0.58
H -5.19 1.53 -0.04
H -4.75 3.97 0.37
C -1.92 -3.03 2.71
N -2.83 -2.75 1.63
C -3.89 -3.71 1.42
C -2.71 -1.61 0.77
C -2.28 -1.78 -0.73
C -3.06 -2.64 -1.51
C -2.80 -2.88 -2.84
C -1.72 -2.26 -3.45
C -0.94 -1.38 -2.72
C -1.22 -1.10 -1.38
H -2.49 -3.25 3.62
H -1.28 -2.16 2.90
H -1.27 -3.89 2.53
H -4.19 -4.12 2.39
H -3.60 -4.56 0.79
H -4.75 -3.23 0.97
H -2.03 -0.91 1.25
H -3.71 -1.15 0.76
H -3.91 -3.12 -1.05
H -3.43 -3.56 -3.40
H -1.49 -2.46 -4.49
H -0.09 -0.90 -3.20

---

Copy entry 4 word for word.
Density functional theory data (ωB97M-V/def2-TZVPD) for a 2-piece molecular cluster, C5H14NO overall at a distorted geometry.

LUMO level	-4.60	eV
charge	+1
frontier orbital gap	10.1	eV
energy relative to the best compared isomer or geometry (same formula, charge and spin)	1.6438	eV

Cartesian coordinates (Å):
C 1.67 -0.16 2.39
C 1.64 -2.06 0.86
N 1.15 -0.97 1.29
H 0.86 0.03 3.09
H 2.07 0.77 2.00
H 2.46 -0.74 2.87
H 2.68 -2.31 1.08
H 0.96 -2.69 0.29
H 0.28 -0.71 0.72
C -1.01 1.86 -0.40
C -0.73 0.54 -1.06
C -1.42 0.31 -2.38
O -1.00 -0.59 -0.16
H -0.62 1.86 0.62
H -2.10 1.95 -0.32
H -0.62 2.69 -0.98
H 0.36 0.52 -1.20
H -1.29 1.15 -3.06
H -2.50 0.17 -2.24
H -1.04 -0.59 -2.88
H -1.79 -1.03 -0.53

---

Please write out number 6 again, unchanged.
Density functional theory data (ωB97M-V/def2-TZVPD) for C41H37IrN7O3S as an isolated structure at a distorted geometry.

LUMO level (spin up / spin down)	-5.88 / -8.56	eV
multiplicity	2
charge	+2
frontier orbital gap (spin up / spin down)	5.9 / 3.3	eV
energy relative to the best compared isomer or geometry (same formula, charge and spin)	1.5158	eV
expectation value of S²	0.7911

Cartesian coordinates (Å):
Ir 0.06 0.28 -0.57
C 4.34 1.19 6.10
C 4.12 1.03 4.62
C 2.91 1.38 4.03
C 2.72 1.26 2.66
C 3.75 0.77 1.88
C 4.97 0.41 2.44
C 5.15 0.54 3.81
S 3.58 0.68 0.13
O 3.57 2.01 -0.40
O 4.56 -0.22 -0.38
N 2.06 0.00 -0.04
C 1.93 -1.30 0.43
C 2.84 -2.17 1.03
C 2.41 -3.43 1.35
C 1.09 -3.80 1.10
C 0.22 -2.86 0.59
N 0.63 -1.61 0.28
H 3.40 1.36 6.62
H 5.00 2.03 6.30
H 4.81 0.30 6.52
H 2.10 1.75 4.65
H 1.77 1.52 2.22
H 5.76 0.03 1.81
H 6.09 0.26 4.25
H 3.87 -1.89 1.19
H 3.10 -4.14 1.78
H 0.74 -4.79 1.32
H -0.80 -3.12 0.39
C -3.38 13.53 0.67
O -4.14 12.32 0.87
C -3.60 11.15 0.65
C -2.27 10.95 0.18
C -1.83 9.69 -0.02
C -2.66 8.56 0.25
C -3.99 8.78 0.72
C -4.45 10.04 0.92
C -2.24 7.24 0.05
N -3.02 6.16 0.26
C -2.26 5.10 -0.02
C -0.97 5.51 -0.44
N -0.98 6.85 -0.39
C 0.01 4.57 -0.89
C 1.22 4.88 -1.53
C 1.95 3.85 -2.07
C 1.50 2.53 -1.90
N 0.43 2.22 -1.18
C -0.36 3.23 -0.75
C -1.65 2.79 -0.30
N -1.84 1.44 -0.38
C -3.12 1.08 -0.34
C -4.19 1.94 -0.07
C -3.96 3.27 0.15
C -2.65 3.71 -0.02
H -4.05 14.33 0.97
H -3.12 13.64 -0.38
H -2.50 13.53 1.30
H -1.63 11.79 -0.04
H -0.82 9.56 -0.38
H -4.62 7.93 0.92
H -5.45 10.23 1.27
H -0.21 7.47 -0.60
H 1.55 5.90 -1.65
H 2.86 4.01 -2.63
H 2.03 1.72 -2.36
H -3.35 0.06 -0.58
H -5.19 1.53 -0.04
H -4.75 3.97 0.37
C -1.92 -3.03 2.71
N -2.83 -2.75 1.63
C -3.89 -3.71 1.42
C -2.71 -1.61 0.77
C -2.28 -1.78 -0.73
C -3.06 -2.64 -1.51
C -2.80 -2.88 -2.84
C -1.72 -2.26 -3.45
C -0.94 -1.38 -2.72
C -1.22 -1.10 -1.38
H -2.49 -3.25 3.62
H -1.28 -2.16 2.90
H -1.27 -3.89 2.53
H -4.19 -4.12 2.39
H -3.60 -4.56 0.79
H -4.75 -3.23 0.97
H -2.03 -0.91 1.25
H -3.71 -1.15 0.76
H -3.91 -3.12 -1.05
H -3.43 -3.56 -3.40
H -1.49 -2.46 -4.49
H -0.09 -0.90 -3.20

---

Copy entry 4 word for word.
Density functional theory data (ωB97M-V/def2-TZVPD) for a 2-piece molecular cluster, C5H14NO overall at a distorted geometry.

LUMO level	-4.60	eV
charge	+1
frontier orbital gap	10.1	eV
energy relative to the best compared isomer or geometry (same formula, charge and spin)	1.6438	eV

Cartesian coordinates (Å):
C 1.67 -0.16 2.39
C 1.64 -2.06 0.86
N 1.15 -0.97 1.29
H 0.86 0.03 3.09
H 2.07 0.77 2.00
H 2.46 -0.74 2.87
H 2.68 -2.31 1.08
H 0.96 -2.69 0.29
H 0.28 -0.71 0.72
C -1.01 1.86 -0.40
C -0.73 0.54 -1.06
C -1.42 0.31 -2.38
O -1.00 -0.59 -0.16
H -0.62 1.86 0.62
H -2.10 1.95 -0.32
H -0.62 2.69 -0.98
H 0.36 0.52 -1.20
H -1.29 1.15 -3.06
H -2.50 0.17 -2.24
H -1.04 -0.59 -2.88
H -1.79 -1.03 -0.53